14
Properties=species:S:1:pos:R:3:forces:R:3:nbo_charge:R:1 method="wB97M-V/def2-TZVPD" homo_ha=-0.3900 de_lowest_kj_mol=90.9 spin_multiplicity=1
C -2.11751 0.09330 -0.24556 -0.1 -0.1 0.0 -0.6151
C -0.79286 0.56004 0.34005 1.1 0.2 -0.7 -0.4048
C 0.41715 -0.36803 -0.07704 -2.8 0.3 1.3 -0.0846
O 1.54985 0.14540 0.59924 0.0 1.3 1.1 -0.5027
C 2.73059 -0.16926 0.11965 -0.1 -0.7 -0.7 0.6416
O 2.79655 -0.91055 -0.81527 1.3 -0.5 -0.7 -0.5937
H -2.41637 -0.88212 0.15655 0.1 0.1 0.0 0.2036
H -2.91893 0.80286 -0.01108 0.2 -0.1 0.0 0.2178
H -2.07060 -0.00242 -1.33638 0.0 0.0 0.1 0.2059
H -0.86082 0.65901 1.43685 0.2 -0.2 -0.4 0.2059
H -0.52576 1.54574 -0.04788 -0.3 0.2 0.1 0.1970
H 0.08982 -1.29334 0.41945 0.8 -0.4 -0.7 0.1819
H 0.51529 -0.45921 -1.17088 0.2 0.0 0.7 0.2117
H 3.60358 0.27859 0.63229 -0.6 0.0 0.0 0.1354

14
Properties=species:S:1:pos:R:3:forces:R:3:nbo_charge:R:1 method="wB97M-V/def2-TZVPD" homo_ha=-0.3528 de_lowest_kj_mol=163.3 spin_multiplicity=1
C -1.95375 -0.46023 -0.49312 0.0 0.0 0.0 -0.6242
C -0.53668 -0.07399 -0.87202 -0.1 -0.2 -0.2 -0.0634
O -0.05617 0.78542 0.14883 0.0 0.2 0.2 -0.5352
C 1.34626 0.84177 0.29056 0.2 0.1 -0.1 -0.1657
C 1.73344 -0.16111 1.36325 0.2 -0.3 -0.1 0.4183
O 2.35090 -1.17515 1.14331 -0.2 0.4 0.1 -0.5071
H -2.50265 0.43679 -0.18786 0.1 -0.1 -0.1 0.2181
H -1.94417 -1.16100 0.34702 0.0 0.1 -0.1 0.2112
H -2.48659 -0.92372 -1.32865 0.1 0.0 0.1 0.2129
H 0.11022 -0.95732 -0.96858 -0.1 0.1 0.1 0.1741
H -0.50738 0.45994 -1.83431 0.0 -0.1 0.1 0.1663
H 1.59113 1.86599 0.59190 0.1 -0.2 0.1 0.1982
H 1.89137 0.60462 -0.63111 -0.2 0.0 0.0 0.1872
H 1.35110 0.06802 2.37798 0.0 -0.1 -0.1 0.1092

14
Properties=species:S:1:pos:R:3:forces:R:3:nbo_charge:R:1 method="wB97M-V/def2-TZVPD" homo_ha=-0.3627 de_lowest_kj_mol=235.7 spin_multiplicity=1
C 0.87001 -0.87165 0.09385 0.7 0.5 1.1 -0.1123
C 0.03849 0.36602 0.05933 -1.7 -1.1 0.2 -0.0432
C 0.53765 1.54770 -0.26960 0.8 0.1 -0.7 -0.4160
C -1.50233 -0.03106 0.39638 1.2 2.2 1.6 -0.0918
H 2.64608 -0.68494 0.40606 2.8 0.5 3.1 0.4590
H 0.96132 -1.17415 1.14087 -0.5 -0.3 0.2 0.1639
H 0.37486 -1.63941 -0.42679 -0.7 -1.1 -0.7 0.1950
H -0.07004 2.42928 -0.42500 -0.1 0.1 0.3 0.2009
H 1.62260 1.62807 -0.56657 -1.3 -0.1 0.5 0.2205
H -2.04594 0.97988 0.51565 0.5 -1.5 -0.2 0.1658
H -1.57450 -0.55783 1.43404 0.2 0.7 -2.0 0.1902
H -1.98326 -0.35822 -1.40487 -0.1 -0.2 -0.2 0.4704
O 2.20134 -0.77503 -0.36693 -2.0 -0.1 -3.4 -0.6972
O -2.07628 -0.85867 -0.58642 0.3 0.3 0.1 -0.7052